# 1
Here is a structure of composition C24H47MnN4O5S at a distorted geometry from the OMol25 dataset. Energies are from ωB97M-V/def2-TZVPD.

The geometry in XYZ format:
```
82
Properties=species:S:1:pos:R:3:lowdin_charge:R:1
Mn 0.216 -0.923 0.984 0.84
C 0.397 1.355 -3.297 -0.03
C 1.586 0.690 -2.602 -0.31
C 2.612 1.712 -2.069 -0.07
C 2.223 2.796 -1.042 -0.48
C 3.523 3.380 -0.491 0.00
C 1.355 3.910 -1.631 -0.02
N 1.478 2.136 0.087 0.10
C 0.848 3.013 1.100 -0.10
C 0.645 2.274 2.416 -0.15
N -0.220 1.080 2.419 -0.12
C 0.144 0.325 3.645 -0.09
C -0.647 -0.995 3.740 -0.64
O -1.189 -1.310 4.776 0.09
O -0.637 -1.656 2.633 -0.13
C -1.690 1.354 2.461 -0.32
C -2.083 2.453 3.456 -0.03
C -2.352 1.668 1.113 -0.10
C -2.591 0.546 0.087 -0.54
C -3.226 -0.686 0.731 -0.01
C -3.524 1.125 -0.988 -0.03
N -1.272 0.193 -0.506 -0.03
C -1.315 -0.672 -1.701 -0.16
C 0.093 -1.193 -2.070 -0.16
N 1.193 -0.337 -1.595 -0.13
C 2.373 -1.134 -1.196 -0.08
C 3.070 -0.564 0.058 -0.62
O 4.273 -0.401 0.075 0.08
O 2.253 -0.222 1.018 -0.14
H 0.761 2.168 -3.922 0.10
H -0.339 1.771 -2.607 0.06
H -0.116 0.653 -3.952 0.08
H 2.140 0.162 -3.395 0.15
H 2.996 2.246 -2.940 0.14
H 3.459 1.158 -1.664 0.11
H 4.112 3.775 -1.318 0.11
H 4.119 2.610 0.006 0.10
H 3.348 4.200 0.206 0.09
H 1.766 4.218 -2.592 0.10
H 1.350 4.789 -0.987 0.09
H 0.323 3.600 -1.796 0.08
H 0.786 1.497 -0.311 0.11
H 2.082 1.432 0.584 0.13
H -0.074 3.429 0.705 0.11
H 1.531 3.836 1.302 0.13
H 0.298 3.011 3.145 0.13
H 1.632 1.942 2.745 0.13
H -0.016 0.907 4.554 0.13
H 1.200 0.051 3.580 0.13
H -2.134 0.426 2.821 0.13
H -1.889 3.451 3.058 0.09
H -1.564 2.342 4.407 0.08
H -3.150 2.380 3.663 0.10
H -1.837 2.494 0.614 0.11
H -3.343 2.050 1.365 0.13
H -4.020 -0.386 1.415 0.11
H -2.484 -1.254 1.298 0.07
H -3.669 -1.339 -0.021 0.09
H -4.440 1.493 -0.528 0.10
H -3.806 0.376 -1.728 0.08
H -3.050 1.966 -1.505 0.09
H -0.901 1.079 -0.836 0.07
H -1.764 -0.147 -2.546 0.10
H -1.942 -1.535 -1.477 0.12
H 0.145 -1.364 -3.151 0.13
H 0.211 -2.158 -1.588 0.07
H 3.104 -1.229 -2.003 0.14
H 2.045 -2.133 -0.908 0.10
O 0.357 -2.996 0.368 -0.61
S 0.485 -4.419 0.866 1.05
C -1.206 -5.113 0.703 -0.27
C -1.259 -5.978 -0.558 -0.22
C -0.160 -5.475 -1.491 -0.23
C 1.066 -5.332 -0.605 -0.30
H -1.846 -4.232 0.652 0.09
H -1.442 -5.662 1.613 0.10
H -2.244 -5.927 -1.022 0.12
H -1.062 -7.020 -0.303 0.12
H -0.433 -4.502 -1.908 0.10
H 0.022 -6.156 -2.321 0.12
H 1.891 -4.774 -1.044 0.09
H 1.428 -6.301 -0.253 0.10
```

Calculated values
- E_HOMO (spin up / spin down) (eV) = -11.445 / -11.240
- F_max (eV Å⁻¹) = 1.29
- frontier orbital gap (spin up / spin down) (eV) = 9.4 / 9.2
- net charge = +1
- E (a.u.) = -3086.89722
- 2S+1 = 2

# 2
Here is a structure of composition C24H47N5O8SSn2 at a distorted geometry from the OMol25 dataset. Energies are from ωB97M-V/def2-TZVPD.

The geometry in XYZ format:
```
87
Properties=species:S:1:pos:R:3:lowdin_charge:R:1
C -2.603 4.627 5.313 -0.05
O -1.940 4.011 4.190 -0.23
C -0.782 3.160 4.504 -0.15
C -0.216 2.664 3.137 -0.06
N -1.198 2.006 2.125 0.09
H -2.120 2.369 2.324 0.14
H -0.938 2.112 1.155 0.09
C -1.533 0.541 2.474 -0.06
C -2.692 -0.090 1.689 -0.19
O -3.871 0.745 1.753 -0.20
C -4.869 0.298 0.830 -0.08
H -2.856 3.949 6.127 0.10
H -3.422 5.163 4.832 0.10
H -1.856 5.339 5.666 0.09
H -0.815 2.324 5.203 0.13
H -0.089 3.850 4.984 0.13
H 0.681 2.046 3.100 0.11
H 0.094 3.540 2.567 0.12
H -1.785 0.394 3.524 0.15
H -0.642 0.030 2.108 0.10
H -3.098 -0.945 2.228 0.14
H -2.417 -0.281 0.652 0.11
H -5.769 0.878 1.036 0.10
H -5.050 -0.754 1.050 0.10
H -4.668 0.385 -0.238 0.08
C 2.762 -4.786 -3.493 -0.08
O 3.652 -3.963 -2.758 -0.17
C 3.214 -2.631 -2.697 -0.23
C 3.769 -1.791 -1.575 -0.07
N 3.081 -1.890 -0.205 0.05
H 3.418 -1.194 0.444 0.12
H 2.137 -1.556 -0.342 0.08
C 3.308 -3.206 0.506 -0.04
C 2.622 -3.037 1.911 -0.13
O 3.225 -1.915 2.581 -0.23
C 4.394 -2.042 3.354 -0.07
H 1.975 -5.326 -2.967 0.10
H 3.439 -5.580 -3.811 0.10
H 2.533 -4.294 -4.439 0.10
H 2.147 -2.663 -2.478 0.11
H 3.435 -2.146 -3.647 0.14
H 3.521 -0.741 -1.733 0.10
H 4.858 -1.843 -1.605 0.15
H 4.381 -3.344 0.373 0.14
H 2.816 -3.951 -0.120 0.13
H 2.594 -4.036 2.346 0.14
H 1.550 -2.862 1.814 0.11
H 5.049 -2.564 2.655 0.09
H 4.134 -2.568 4.272 0.10
H 4.855 -1.102 3.657 0.09
Sn 4.107 2.259 1.120 1.12
Sn 0.847 3.529 -2.565 1.56
S 1.104 0.778 -0.260 0.08
O 2.278 1.207 -0.987 -0.54
O 1.527 0.680 1.128 -0.41
O 0.028 1.716 -0.477 -0.45
O 0.845 -0.502 -0.932 -0.37
N -0.812 -2.604 -0.258 -0.03
C -1.118 -3.137 0.976 -0.12
C -1.274 -4.487 0.663 -0.12
C -1.131 -4.760 -0.693 -0.08
C -0.776 -3.544 -1.240 -0.15
H -0.448 -1.672 -0.397 0.07
H -1.330 -2.515 1.833 0.09
H -1.658 -5.208 1.370 0.10
H -1.348 -5.701 -1.176 0.11
H -0.724 -3.220 -2.269 0.11
N -0.062 0.165 -3.318 0.00
C -1.382 0.505 -3.549 -0.08
C -1.488 0.959 -4.896 -0.07
C -0.183 0.870 -5.450 -0.05
C 0.653 0.379 -4.421 -0.14
H 0.308 -0.253 -2.476 0.07
H -1.964 0.511 -2.639 0.11
H -2.372 1.282 -5.425 0.11
H 0.070 1.220 -6.440 0.11
H 1.711 0.168 -4.371 0.11
N -2.324 5.070 -2.577 0.00
C -2.553 3.750 -2.666 -0.18
C -2.688 3.312 -1.390 -0.09
C -2.396 4.396 -0.529 -0.07
C -2.047 5.470 -1.306 -0.10
H -2.222 5.598 -3.432 0.17
H -2.724 3.322 -3.643 0.12
H -2.791 2.268 -1.135 0.09
H -2.236 4.349 0.538 0.10
H -1.843 6.507 -1.085 0.14
```

Calculated values
- E_HOMO (spin up / spin down) (eV) = -14.222 / -14.222
- F_max (eV Å⁻¹) = 5.32
- frontier orbital gap (spin up / spin down) (eV) = 3.1 / 3.1
- net charge = +3
- E (a.u.) = -2643.95474
- 2S+1 = 2

# 3
Here is a cluster of 6 separate species, C24H47NO13S5 in total at a distorted geometry from the OMol25 dataset. Energies are from ωB97M-V/def2-TZVPD.

The geometry in XYZ format:
```
90
Properties=species:S:1:pos:R:3:lowdin_charge:R:1
O -3.162 -1.960 -3.474 0.10
C -3.912 -2.871 -3.186 -0.35
N -3.484 -3.932 -2.260 0.09
C -4.714 -4.595 -1.755 -0.34
O -4.829 -5.951 -2.236 -0.05
C -6.007 -3.874 -2.350 -0.04
C -5.381 -3.232 -3.672 -0.26
O -5.297 -4.146 -4.786 -0.04
H -2.884 -4.488 -2.896 0.14
H -4.545 -4.639 -0.641 0.15
H -4.339 -6.073 -3.072 0.10
H -6.458 -3.024 -1.741 0.13
H -6.699 -4.714 -2.663 0.14
H -6.076 -2.412 -4.020 0.15
H -4.530 -3.899 -5.342 0.11
O 2.984 -3.510 -0.518 -0.32
S 1.741 -3.307 0.189 0.69
O 1.458 -3.957 1.453 -0.34
C 1.471 -1.551 0.370 -0.23
C 0.713 -1.162 -0.897 -0.22
C -0.325 -2.265 -1.120 -0.21
C 0.385 -3.607 -0.941 -0.23
H 2.422 -1.038 0.479 0.10
H 0.857 -1.397 1.259 0.10
H 0.246 -0.186 -0.798 0.09
H 1.400 -1.126 -1.749 0.12
H -1.124 -2.169 -0.378 0.12
H -0.786 -2.193 -2.107 0.10
H -0.278 -4.361 -0.518 0.10
H 0.805 -3.966 -1.882 0.10
O 1.905 1.012 0.108 -0.34
S 1.503 2.207 -0.605 0.70
O 0.139 2.674 -0.604 -0.35
C 2.579 3.545 -0.119 -0.22
C 3.748 3.462 -1.093 -0.20
C 3.130 3.197 -2.469 -0.21
C 2.090 2.086 -2.295 -0.21
H 2.876 3.423 0.922 0.11
H 2.028 4.476 -0.246 0.07
H 4.342 4.378 -1.086 0.12
H 4.405 2.630 -0.818 0.12
H 2.640 4.110 -2.835 0.06
H 3.886 2.917 -3.206 0.12
H 1.250 2.210 -2.979 0.10
H 2.534 1.098 -2.428 0.10
O 1.016 -5.667 6.579 -0.33
S 2.280 -4.997 6.379 0.66
O 2.849 -4.118 7.375 -0.33
C 3.501 -6.215 5.917 -0.24
C 3.400 -6.291 4.399 -0.22
C 3.276 -4.844 3.917 -0.22
C 2.236 -4.153 4.800 -0.22
H 3.286 -7.162 6.411 0.11
H 4.478 -5.842 6.228 0.11
H 4.267 -6.791 3.964 0.11
H 2.506 -6.853 4.111 0.12
H 4.243 -4.341 4.024 0.12
H 2.994 -4.791 2.864 0.08
H 2.470 -3.099 4.948 0.10
H 1.231 -4.257 4.389 0.10
O 2.390 6.122 -3.474 -0.32
S 1.140 6.339 -2.784 0.68
O 0.840 5.714 -1.521 -0.31
C 0.877 8.099 -2.634 -0.23
C 0.141 8.480 -3.912 -0.22
C -0.903 7.381 -4.134 -0.22
C -0.204 6.035 -3.928 -0.21
H 1.833 8.608 -2.520 0.11
H 0.253 8.268 -1.754 0.11
H -0.320 9.466 -3.830 0.12
H 0.839 8.501 -4.755 0.12
H -1.709 7.493 -3.402 0.12
H -1.351 7.444 -5.127 0.12
H -0.878 5.291 -3.503 0.11
H 0.224 5.660 -4.859 0.11
O 0.658 1.988 2.750 -0.31
S -0.632 1.737 2.150 0.69
O -0.819 1.704 0.718 -0.37
C -1.308 0.243 2.864 -0.23
C -2.068 0.722 4.094 -0.22
C -2.816 1.984 3.655 -0.22
C -1.827 2.857 2.877 -0.22
H -0.503 -0.453 3.101 0.10
H -1.985 -0.199 2.131 0.11
H -2.750 -0.044 4.467 0.12
H -1.366 0.969 4.896 0.12
H -3.651 1.705 3.005 0.12
H -3.231 2.524 4.508 0.11
H -2.321 3.419 2.085 0.11
H -1.291 3.540 3.538 0.11
```

Calculated values
- SMILES = O=C1N[C@H](O)C[C@@H]1O.O=S1(=O)CCCC1.O=S1(=O)CCCC1.O=S1(=O)CCCC1.O=S1(=O)CCCC1.O=S1(=O)CCCC1
- E_HOMO (eV) = -8.674
- F_max (eV Å⁻¹) = 5.83
- frontier orbital gap (eV) = 8.9
- relative energy (zero: lowest compared OMol25 entry of this formula, charge and spin) (kJ/mol) = 0.0
- E (a.u.) = -3966.33141

# 4
Here is a cluster of 9 separate species, C24H47NO16S4 in total at a distorted geometry from the OMol25 dataset. Energies are from ωB97M-V/def2-TZVPD.

The geometry in XYZ format:
```
92
Properties=species:S:1:pos:R:3:lowdin_charge:R:1
C -14.945 -9.226 5.789 -0.11
C -15.115 -10.230 6.929 -0.12
O -14.923 -9.445 8.080 0.07
C -14.498 -8.188 7.778 -0.55
O -14.025 -7.414 8.540 0.18
O -14.691 -7.982 6.455 0.05
H -15.820 -9.132 5.153 0.12
H -14.121 -9.537 5.145 0.11
H -14.407 -11.057 6.892 0.13
H -16.133 -10.617 6.872 0.14
C -10.923 -9.132 3.689 -0.10
C -11.118 -10.565 3.155 -0.08
O -12.065 -10.400 2.090 0.05
C -12.325 -9.077 1.919 -0.57
O -13.072 -8.654 1.087 0.16
O -11.633 -8.347 2.760 0.05
H -9.883 -8.813 3.758 0.12
H -11.298 -8.964 4.700 0.11
H -11.449 -11.191 3.980 0.11
H -10.215 -10.902 2.647 0.14
C -13.535 -12.900 3.911 -0.11
C -14.851 -13.700 3.990 -0.10
O -15.831 -12.741 3.671 0.07
C -15.299 -11.541 3.353 -0.55
O -15.899 -10.547 3.080 0.08
O -13.975 -11.630 3.488 0.04
H -12.833 -13.402 3.245 0.14
H -13.030 -12.751 4.867 0.13
H -14.951 -14.178 4.963 0.13
H -14.885 -14.466 3.215 0.13
C -13.991 -6.538 2.480 -0.08
C -15.175 -7.504 2.650 -0.15
O -16.002 -6.903 3.629 0.07
C -15.536 -5.676 3.949 -0.58
O -16.096 -4.903 4.663 0.13
O -14.458 -5.402 3.213 0.05
H -13.760 -6.259 1.457 0.14
H -13.119 -6.988 2.957 0.10
H -14.890 -8.508 2.950 0.09
H -15.711 -7.580 1.702 0.05
C -16.237 -11.401 0.495 -0.06
C -16.220 -9.928 0.922 -0.27
C -16.512 -9.000 -0.282 -0.14
C -16.612 -7.599 0.103 -0.20
N -16.684 -6.484 0.362 0.21
H -16.959 -11.691 -0.264 0.08
H -16.404 -12.002 1.392 0.06
H -15.222 -11.640 0.170 0.09
H -15.296 -9.594 1.392 0.07
H -16.986 -9.761 1.683 0.12
H -17.415 -9.374 -0.764 0.12
H -15.725 -9.008 -1.041 0.13
C -15.444 -2.550 1.576 -0.27
S -17.156 -1.983 1.697 0.84
O -17.250 -1.188 0.405 -0.58
C -17.881 -3.612 1.342 -0.27
H -15.270 -3.218 0.734 0.06
H -15.368 -3.192 2.465 0.01
H -14.656 -1.809 1.672 0.06
H -17.600 -4.352 2.102 0.02
H -17.590 -4.033 0.382 0.04
H -18.962 -3.600 1.487 0.05
C -13.947 -2.633 6.871 -0.27
S -15.227 -1.375 6.953 0.80
O -14.484 -0.083 7.162 -0.57
C -15.780 -1.453 5.223 -0.26
H -13.263 -2.274 6.094 0.05
H -14.343 -3.629 6.682 0.04
H -13.303 -2.618 7.749 0.05
H -14.893 -1.341 4.603 0.05
H -16.479 -0.632 5.079 0.06
H -16.318 -2.399 5.167 0.02
C -11.828 -6.331 6.215 -0.24
S -10.026 -5.988 5.950 0.88
O -9.334 -7.290 5.611 -0.58
C -10.334 -5.258 4.304 -0.24
H -12.152 -7.284 5.802 0.03
H -12.442 -5.542 5.778 0.04
H -12.040 -6.298 7.283 0.04
H -11.086 -4.472 4.354 0.05
H -10.687 -6.058 3.657 0.04
H -9.376 -4.859 3.979 0.05
C -19.517 -3.316 6.540 -0.24
S -20.587 -3.666 5.085 0.81
O -20.546 -2.479 4.167 -0.57
C -19.720 -5.061 4.289 -0.26
H -18.599 -2.825 6.218 0.04
H -19.240 -4.266 7.000 0.05
H -20.057 -2.683 7.237 0.05
H -19.892 -5.911 4.955 0.05
H -18.650 -4.907 4.169 0.02
H -20.258 -5.316 3.379 0.05
```

Calculated values
- E_HOMO (eV) = -8.232
- F_max (eV Å⁻¹) = 2.87
- frontier orbital gap (eV) = 7.8
- relative energy (zero: lowest compared OMol25 entry of this formula, charge and spin) (kJ/mol) = 193.0
- E (a.u.) = -3793.84916

# 5
Here is a structure of composition C24H47OPbSi4Te at a distorted geometry from the OMol25 dataset. Energies are from ωB97M-V/def2-TZVPD.

The geometry in XYZ format:
```
78
Properties=species:S:1:pos:R:3:lowdin_charge:R:1
Pb 0.025 -0.361 -1.933 1.24
C 2.397 0.802 -0.852 -0.28
C 2.828 -0.059 -1.919 -0.30
C 2.736 0.668 -3.143 -0.23
H 3.215 -1.077 -1.793 0.08
C 2.248 1.976 -2.838 -0.19
C 2.050 2.060 -1.438 -0.20
H 1.722 2.949 -0.893 0.08
H 2.394 0.545 0.213 0.03
H 3.088 0.328 -4.114 0.07
H 2.181 2.814 -3.544 0.08
C -2.378 0.739 -1.284 -0.33
C -1.597 1.884 -0.884 -0.22
C -1.324 2.638 -2.048 -0.19
H -1.313 2.135 0.140 0.06
C -1.886 1.971 -3.169 -0.20
C -2.541 0.801 -2.702 -0.26
H -3.117 0.096 -3.304 0.08
H -2.805 -0.008 -0.612 0.04
H -0.826 3.610 -2.070 0.09
H -1.912 2.350 -4.191 0.07
O 0.003 -0.643 -4.451 -0.32
C -0.098 -0.217 -5.866 -0.54
C 0.606 -1.506 -6.358 -0.08
C 0.675 1.050 -6.124 -0.02
C -1.545 -0.122 -6.304 -0.02
C 0.585 -1.934 -4.892 -0.15
H 1.615 -1.333 -6.748 0.12
H -0.010 -2.128 -7.011 0.11
H -0.121 -2.737 -4.644 0.12
H 1.572 -2.096 -4.429 0.12
H 0.655 1.280 -7.195 0.09
H 1.718 0.951 -5.803 0.07
H 0.219 1.893 -5.594 0.08
H -1.614 -0.296 -7.384 0.08
H -1.951 0.871 -6.098 0.07
H -2.178 -0.851 -5.783 0.09
C 3.265 -0.270 2.822 -0.22
Si 1.719 0.759 3.062 0.34
C 1.428 1.107 4.881 -0.21
C 1.897 2.434 2.243 -0.20
Si -0.106 -0.511 2.267 0.11
Te -0.422 -2.202 0.457 0.47
Si 0.004 -2.636 3.288 0.14
C 0.360 -2.380 5.154 -0.24
C -1.698 -3.442 3.142 -0.29
C 1.406 -3.745 2.671 -0.28
Si -2.065 0.559 3.019 0.33
C -2.231 0.163 4.846 -0.23
C -1.941 2.421 2.851 -0.22
C -3.587 -0.080 2.139 -0.21
H 4.131 0.302 3.184 0.03
H 3.442 -0.511 1.767 0.03
H 3.214 -1.211 3.382 0.01
H 2.291 1.673 5.260 0.03
H 0.537 1.726 5.033 0.02
H 1.327 0.201 5.486 0.01
H 2.219 2.370 1.200 0.00
H 0.956 2.992 2.269 0.02
H 2.649 3.018 2.793 0.03
H -0.366 -1.730 5.655 0.00
H 0.317 -3.366 5.643 0.02
H 1.361 -1.966 5.323 0.01
H -2.031 -3.663 2.116 -0.04
H -1.627 -4.400 3.679 0.02
H -2.466 -2.818 3.618 0.01
H 1.356 -4.045 1.611 -0.03
H 2.374 -3.252 2.836 0.01
H 1.367 -4.651 3.295 0.02
H -1.368 0.503 5.426 0.01
H -3.117 0.687 5.231 0.03
H -2.371 -0.907 5.030 0.01
H -1.934 2.762 1.810 0.01
H -2.818 2.874 3.338 0.03
H -1.043 2.810 3.345 0.01
H -3.614 0.238 1.092 0.00
H -3.646 -1.174 2.164 0.02
H -4.484 0.321 2.637 0.03
```

Calculated values
- E_HOMO (eV) = -3.778
- F_max (eV Å⁻¹) = 2.21
- frontier orbital gap (eV) = 6.1
- net charge = -1
- E (a.u.) = -2636.81047

Question: The highest F_max belongs to which entry?
Answer: C24H47NO13S5

Question: Among the records above, which one has the lowest F_max?
Answer: C24H47MnN4O5S